No. 1
Below is a 2-piece molecular cluster, C30H45Br3IN2O6P overall, with properties calculated with ωB97M-V with the def2-TZVPD basis set.

```
88
Properties=species:S:1:pos:R:3:forces:R:3
C 4.1407 5.1469 -0.0331 -0.29 0.26 -0.05
C 3.6314 4.7190 -1.4081 0.41 -0.03 0.55
C 2.2480 5.2941 -1.6216 -0.83 1.34 1.03
O 1.7962 6.1382 -0.8816 0.55 -0.79 -1.25
O 1.4877 4.9068 -2.7219 0.59 -0.31 0.75
C 1.1353 3.5282 -2.7377 -0.15 -0.12 -1.00
C -0.2734 3.2691 -2.1707 0.42 -0.24 0.47
C -0.2801 2.3431 -0.9162 0.30 1.29 -0.97
C 0.7991 2.9160 0.0463 1.26 0.43 1.46
O 0.5538 3.9061 0.7424 -0.59 -0.68 -0.59
O 1.8916 2.2948 -0.0211 -0.06 -0.31 -0.43
N 0.2516 1.0902 -1.4307 -0.08 -1.60 -0.46
C -0.4079 0.0212 -1.1961 -1.01 1.63 0.33
C -0.0199 -1.3264 -1.6619 0.28 0.19 0.30
C 1.5058 -1.5422 -1.7573 -0.60 -0.60 0.38
C 1.9994 -2.6654 -0.8342 0.43 -0.35 -0.80
C 1.1881 -3.9684 -1.0147 0.20 0.30 0.71
C 3.4656 -2.9608 -1.2246 -0.56 0.51 -0.15
C 4.4214 -1.8010 -0.9926 0.01 1.00 0.80
C 4.4762 -1.3829 0.4656 0.32 -0.06 -0.30
C 5.6085 -1.0574 1.0926 -0.17 -0.09 0.26
C 5.7729 -1.3346 2.5637 -0.03 1.33 -0.34
C 6.7817 -0.4356 0.4074 0.47 -0.79 -0.06
C -1.5980 0.3997 -0.3516 0.01 -1.83 -0.96
C -2.7854 -0.4574 -0.8663 -0.75 0.64 0.38
Br -3.0125 -0.3227 -2.8167 0.13 -0.15 0.18
C -4.1089 -0.2744 -0.0384 0.41 -1.03 -0.09
C -4.5502 -1.6201 0.5838 0.33 0.12 -0.15
Br -5.6470 0.3978 -1.0150 0.05 0.27 0.38
P -1.1120 -0.3009 1.3735 -0.88 0.66 1.88
C 0.6823 -0.0347 1.5964 -0.21 -0.81 -0.30
O -1.2571 -1.9481 1.2914 0.66 0.09 -0.87
C -1.6813 1.9601 -0.3165 1.05 0.47 0.24
Br -3.1187 2.7831 -1.3868 -0.08 -0.51 -0.13
C -1.9216 2.5065 1.1189 -0.87 -0.12 -0.21
C -2.5171 3.9256 1.1860 1.42 1.47 -0.38
O -1.9701 4.9426 0.9074 -1.07 -1.33 0.38
I -4.5759 4.0033 1.9630 0.15 -0.15 0.03
H 3.4408 4.8211 0.7287 0.08 -0.24 0.18
H 4.1700 6.2297 0.0320 0.06 0.16 -0.04
H 5.1432 4.7733 0.1493 0.06 -0.23 0.06
H 4.3479 5.0933 -2.1386 -0.32 0.06 -0.48
H 3.6622 3.6334 -1.4480 -0.27 -0.10 -0.21
H 1.1162 3.2652 -3.7946 -0.03 0.00 -0.12
H 1.9064 2.9046 -2.2907 0.08 0.13 0.31
H -0.7172 4.2304 -1.9463 -0.19 0.09 0.10
H -0.8428 2.7407 -2.9296 -0.31 0.20 -0.14
H 1.1086 0.9862 -1.9569 0.26 0.77 0.26
H -0.4825 -1.4724 -2.6330 -0.14 0.07 -0.15
H -0.5096 -2.0417 -1.0063 0.16 -0.19 0.11
H 1.7233 -1.8507 -2.7759 0.24 0.15 -0.18
H 2.0609 -0.6371 -1.5231 0.05 0.13 -0.11
H 1.9535 -2.3367 0.2000 -0.08 0.00 0.13
H 0.4326 -3.9032 -1.7908 0.03 -0.13 -0.23
H 1.8817 -4.7792 -1.2062 -0.10 -0.23 -0.35
H 0.6878 -4.2367 -0.0868 -0.23 0.03 0.05
H 3.4405 -3.1594 -2.2980 0.11 -0.25 -0.11
H 3.7815 -3.8813 -0.7392 0.27 0.06 0.23
H 5.4344 -2.0840 -1.2589 0.06 -0.11 -0.28
H 4.1658 -0.9226 -1.5899 -0.14 -0.18 -0.42
H 3.5658 -1.3141 1.0491 -0.11 -0.92 0.16
H 6.6367 -1.9844 2.6791 -0.03 -0.30 0.10
H 4.8747 -1.7859 2.9645 -0.02 -0.13 0.24
H 6.0183 -0.4131 3.0969 -0.06 -0.02 0.27
H 7.6982 -0.9918 0.6187 0.15 0.05 -0.09
H 6.9345 0.5724 0.7875 -0.09 0.12 0.15
H 6.6549 -0.3576 -0.6661 -0.02 -0.02 -0.16
H -2.4993 -1.4874 -0.7198 0.09 -0.17 -0.20
H -3.8513 0.3655 0.7968 -0.36 0.62 -0.18
H -4.8125 -1.4789 1.6261 -0.34 0.03 0.10
H -3.7502 -2.3598 0.5602 0.08 -0.01 -0.06
H -5.3871 -2.0283 0.0357 -0.21 -0.20 0.09
H 1.3072 -0.2878 0.7450 0.17 0.34 -0.05
H 0.8765 0.9644 1.9655 0.04 0.28 -0.28
H 0.9524 -0.7179 2.4015 -0.13 -0.12 0.13
H -1.9396 -2.2195 1.9072 -0.18 -0.04 0.11
H -2.6632 1.8825 1.6011 -0.04 -0.19 0.02
H -1.0153 2.4605 1.7154 0.16 0.34 0.01
N -7.4948 -4.6951 2.9498 0.01 0.04 -0.07
C -8.4730 -4.9803 2.0369 0.01 -0.04 0.04
C -8.8966 -3.7983 1.4918 0.01 -0.01 -0.03
C -8.1407 -2.7579 2.0966 0.04 0.04 -0.01
C -7.2835 -3.3432 2.9895 0.03 -0.03 0.03
H -7.0081 -5.3728 3.5053 0.00 -0.02 0.02
H -8.7827 -5.9951 1.8561 -0.02 0.01 -0.01
H -9.6626 -3.6898 0.7427 0.00 0.00 0.00
H -8.2182 -1.7018 1.8981 0.00 0.00 0.00
H -6.5459 -2.9170 3.6480 -0.03 0.02 0.02
```
Forces are in eV/Å.

Highest occupied orbital energy: -8.63 eV
Lowest unoccupied orbital energy: -0.49 eV

***

No. 2
Below is C30H45Cl3Ge2N5ORu as an isolated structure, with properties calculated with ωB97M-V with the def2-TZVPD basis set.

```
87
Properties=species:S:1:pos:R:3:forces:R:3
Ru 0.2238 -0.2634 1.2387 0.83 -0.15 0.66
C 3.4138 -0.0943 1.4618 0.00 0.06 0.04
N 2.3817 0.1690 0.4223 -0.28 -0.14 0.01
C 2.7240 -0.5840 -0.8068 -0.03 0.02 -0.02
C 2.2561 1.6031 0.1813 0.13 -0.07 -0.16
C 2.9572 2.2829 -0.7945 -0.02 0.01 0.05
C 2.7693 3.6571 -0.9356 0.00 -0.02 0.01
C 1.8607 4.3414 -0.1314 0.00 -0.02 0.02
C 1.1582 3.6690 0.8516 -0.07 0.06 0.07
C 1.3870 2.3022 1.0356 -0.02 -0.08 0.10
N 0.7883 1.5106 2.0154 0.04 0.15 -0.33
C 0.5228 1.8425 3.2880 -0.15 -0.20 0.17
C 0.8964 3.0447 3.9334 -0.03 0.05 0.03
C 0.5057 3.2508 5.2352 0.01 -0.03 -0.02
C -0.2261 2.2741 5.9173 0.01 0.06 0.03
C -0.5368 1.0501 5.3135 0.00 -0.06 -0.04
C -0.1540 0.8325 4.0168 0.05 0.06 0.03
N -0.3460 -0.4599 3.3269 -0.10 0.09 -0.01
C -1.7428 -0.9491 3.5329 -0.01 0.02 0.00
C 0.6075 -1.4538 3.9178 0.05 0.02 -0.01
H 4.3904 0.2363 1.1021 0.00 0.00 0.01
H 3.4638 -1.1632 1.6639 0.00 -0.01 0.00
H 3.1740 0.4463 2.3763 0.01 -0.01 -0.02
H 3.7545 -0.3906 -1.1080 0.01 0.01 0.01
H 2.0540 -0.3000 -1.6147 -0.02 -0.01 0.00
H 2.6253 -1.6491 -0.6143 0.01 -0.01 0.00
H 3.6522 1.7727 -1.4458 0.01 0.00 -0.01
H 3.3258 4.1913 -1.6939 0.00 0.01 0.00
H 1.6994 5.4003 -0.2791 -0.01 0.01 0.00
H 0.4158 4.1779 1.4541 0.05 0.00 -0.02
H 1.4966 3.7801 3.4159 -0.03 -0.02 0.00
H 0.7760 4.1675 5.7407 0.00 0.00 0.00
H -0.5352 2.4495 6.9390 0.01 0.00 0.00
H -1.0626 0.3010 5.8896 0.00 -0.01 0.00
H -1.8926 -1.1996 4.5826 0.01 0.01 0.01
H -1.9040 -1.8509 2.9487 0.02 0.01 -0.02
H -2.4399 -0.1719 3.2361 -0.01 -0.02 0.00
H 0.4839 -1.4770 5.0002 0.01 0.00 0.00
H 1.6332 -1.1577 3.6901 0.00 -0.02 0.04
H 0.3968 -2.4413 3.5161 -0.01 0.00 -0.01
C -0.4186 -0.6571 -5.0926 -0.03 -0.04 -0.03
C 0.2204 -1.1550 -3.8026 -0.04 0.01 0.01
C -0.7759 -1.8312 -2.8632 0.00 -0.04 0.01
C -1.9087 -0.9229 -2.3793 -0.17 0.00 -0.01
Ge -1.3382 0.6817 -1.4314 -0.19 0.17 -0.51
C -0.3916 2.1757 -2.2560 -0.05 0.19 0.16
C -1.3700 3.3063 -2.6002 0.01 0.07 -0.03
C -2.3227 2.9539 -3.7421 0.01 0.02 0.01
C -1.6438 2.9912 -5.1061 0.00 -0.02 -0.02
H 0.3215 -0.2183 -5.7602 0.01 0.00 0.01
H -1.1867 0.0983 -4.9149 0.02 0.00 0.02
H -0.8916 -1.4845 -5.6235 0.00 0.01 -0.02
H 0.7034 -0.3175 -3.2836 0.05 0.04 0.01
H 1.0190 -1.8599 -4.0428 -0.02 -0.02 0.02
H -0.2541 -2.2533 -1.9944 0.03 0.03 -0.03
H -1.2276 -2.6793 -3.3847 -0.01 -0.01 0.02
H -2.6075 -1.4568 -1.7314 0.02 -0.02 -0.02
H -2.5062 -0.5410 -3.2118 0.01 -0.07 -0.04
H -0.1741 -0.0193 -0.4919 0.16 -0.07 0.10
H 0.1281 1.8097 -3.1424 -0.02 -0.02 0.01
H 0.3577 2.5251 -1.5435 -0.03 -0.07 -0.04
H -0.7837 4.1859 -2.8811 0.00 -0.01 -0.03
H -1.9297 3.6075 -1.7077 0.00 -0.05 0.02
H -3.1619 3.6504 -3.7352 0.00 0.00 0.00
H -2.7667 1.9613 -3.5708 -0.01 -0.01 0.03
H -1.3199 4.0059 -5.3388 0.00 0.00 -0.01
H -2.3251 2.6719 -5.8936 0.00 0.01 0.00
H -0.7652 2.3441 -5.1542 0.00 0.02 0.01
Cl -3.9282 -0.4371 0.9513 -0.07 0.03 0.04
Ge -3.0975 1.3689 0.1208 0.00 -0.11 -0.20
Cl -4.6396 2.2981 -0.9593 -0.08 0.17 0.06
Cl -2.4132 2.5468 1.7870 -0.04 -0.03 -0.05
N 0.2095 -7.3382 -0.0826 0.03 0.00 -0.01
C -0.7670 -6.5044 0.3159 -0.06 0.02 -0.03
O -1.8919 -6.8269 0.6141 0.00 0.01 0.02
C -0.4150 -5.0271 0.4486 -0.03 -0.04 0.01
C -1.4807 -4.1335 0.4033 -0.02 0.00 0.00
C -1.2518 -2.7961 0.6232 -0.01 0.00 -0.04
N -0.0196 -2.3110 0.8903 -0.06 0.05 -0.06
C 1.0109 -3.1739 0.9290 0.03 -0.03 0.02
C 0.8546 -4.5280 0.7152 0.04 0.04 0.01
H -0.0269 -8.3144 -0.1874 0.00 0.00 0.00
H 1.0672 -7.0201 -0.4974 0.01 -0.01 0.00
H -2.4810 -4.5073 0.2262 0.00 0.00 0.00
H -2.0630 -2.0782 0.5966 0.03 -0.03 0.00
H 1.9814 -2.7615 1.1693 0.03 0.00 0.01
H 1.7167 -5.1764 0.7957 0.01 0.01 0.00
```
Forces are in eV/Å.

Highest occupied orbital energy (spin up / spin down): -16.91 / -17.10 eV
Expectation value of S²: 6.053
Multiplicity: 5
Lowest unoccupied orbital energy (spin up / spin down): -9.77 / -11.77 eV
Charge: +3

***

Short version: strongest force on any atom = 2.2, 1.1 eV Å⁻¹, in the order given.